Entry 1:
The following is a DFT calculation (the ωB97M-V functional and the def2-TZVPD basis) of C43H43BCsGeN8S2 as an isolated structure.

Element x y z (Å)
Cs (0.551, 1.042, -0.623)
C (-0.851, -2.800, -0.721)
N (0.034, -2.216, 0.272)
C (1.430, -2.167, -0.211)
C (2.317, -3.365, 0.139)
N (3.738, -3.089, -0.011)
C (4.326, -2.415, 1.130)
C (4.192, -2.770, -1.327)
C (4.375, -3.870, -2.164)
C (4.850, -3.757, -3.460)
C (5.194, -2.490, -3.921)
C (5.010, -1.391, -3.108)
C (4.463, -1.462, -1.808)
S (4.143, 0.038, -0.956)
C (-0.161, -2.634, 1.610)
C (-0.853, -3.817, 1.886)
C (-1.041, -4.278, 3.180)
C (-0.515, -3.561, 4.241)
C (0.155, -2.377, 3.987)
C (0.333, -1.868, 2.695)
S (1.073, -0.283, 2.509)
H (-1.881, -2.754, -0.371)
H (-0.615, -3.848, -0.970)
H (-0.773, -2.221, -1.644)
H (1.940, -1.275, 0.143)
H (1.379, -2.086, -1.297)
H (2.053, -4.227, -0.486)
H (2.150, -3.657, 1.180)
H (4.348, -3.119, 1.972)
H (3.796, -1.509, 1.441)
H (5.347, -2.125, 0.886)
H (4.147, -4.847, -1.748)
H (4.971, -4.635, -4.083)
H (5.582, -2.357, -4.925)
H (5.243, -0.399, -3.478)
H (-1.244, -4.402, 1.065)
H (-1.590, -5.198, 3.349)
H (-0.646, -3.904, 5.261)
H (0.542, -1.786, 4.809)
C (2.588, 4.159, -4.097)
C (2.031, 3.970, -2.824)
N (1.027, 3.103, -2.862)
N (0.917, 2.715, -4.149)
C (1.839, 3.333, -4.907)
B (-0.109, 1.658, -4.658)
N (0.445, 0.235, -4.463)
C (1.591, -0.197, -3.887)
C (1.603, -1.575, -3.952)
C (0.401, -1.889, -4.602)
N (-0.289, -0.801, -4.912)
N (-1.447, 1.788, -3.900)
C (-2.499, 2.533, -4.274)
C (-3.480, 2.417, -3.313)
C (-2.912, 1.550, -2.365)
N (-1.692, 1.176, -2.727)
H (3.415, 4.788, -4.379)
H (2.321, 4.416, -1.884)
H (1.892, 3.134, -5.965)
H (-0.311, 1.895, -5.831)
H (2.320, 0.479, -3.462)
H (2.373, -2.236, -3.594)
H (0.008, -2.862, -4.861)
H (-2.472, 3.082, -5.201)
H (-4.450, 2.883, -3.296)
H (-3.338, 1.195, -1.439)
C (-0.996, 3.276, 6.900)
C (-1.746, 3.881, 5.901)
C (-1.750, 3.354, 4.616)
C (-1.005, 2.218, 4.297)
C (-0.249, 1.630, 5.310)
C (-0.248, 2.145, 6.599)
Ge (-0.987, 1.471, 2.461)
C (-2.353, 0.042, 2.494)
C (-2.914, -0.397, 1.294)
C (-3.837, -1.431, 1.261)
C (-4.200, -2.072, 2.438)
C (-3.639, -1.662, 3.638)
C (-2.731, -0.612, 3.663)
C (-1.961, 2.872, 1.362)
C (-3.347, 2.873, 1.194)
C (-3.972, 3.784, 0.354)
C (-3.222, 4.713, -0.354)
C (-1.845, 4.735, -0.201)
C (-1.230, 3.828, 0.652)
H (-0.991, 3.684, 7.904)
H (-2.331, 4.767, 6.123)
H (-2.346, 3.835, 3.848)
H (0.363, 0.767, 5.071)
H (0.348, 1.668, 7.369)
H (-2.629, 0.079, 0.360)
H (-4.261, -1.746, 0.314)
H (-4.908, -2.893, 2.416)
H (-3.902, -2.170, 4.560)
H (-2.300, -0.307, 4.610)
H (-3.949, 2.140, 1.721)
H (-5.050, 3.755, 0.236)
H (-3.705, 5.399, -1.039)
H (-1.244, 5.439, -0.766)
H (-0.148, 3.865, 0.759)

The value obtained for the lowest unoccupied orbital energy (spin up / spin down) is 0.13497 / 0.13414 Eh. The net charge is -2. The value obtained for the HOMO-LUMO gap (spin up / spin down) is 0.1715 / 0.1916 Ha. Its expectation value of S² is 0.758. The energy above the lowest of the compared OMol25 structures with the same formula, charge and spin comes out at 25.09 kJ/mol. As for the spin multiplicity: 2.

***

Entry 2:
The following is a DFT calculation (the ωB97M-V functional and the def2-TZVPD basis) of C43H43FIrN7S as an isolated structure.

Element x y z (Å)
Ir (-0.473, -0.692, -0.164)
C (-2.995, 1.620, -5.825)
C (-2.896, 1.117, -4.410)
C (-3.492, -0.080, -4.030)
C (-3.379, -0.569, -2.733)
C (-2.655, 0.139, -1.794)
N (-2.473, -0.273, -0.451)
C (-3.119, 0.614, 0.428)
C (-4.135, 1.488, -0.013)
C (-4.744, 2.401, 0.821)
C (-4.385, 2.537, 2.161)
C (-4.991, 3.594, 3.039)
C (-3.440, 1.648, 2.631)
C (-2.859, 0.695, 1.800)
N (-2.067, -0.298, 2.440)
C (-2.351, -0.920, 3.602)
C (-1.429, -1.926, 3.777)
C (-0.630, -1.871, 2.636)
N (-1.008, -0.864, 1.849)
C (-2.062, 1.337, -2.170)
C (-2.164, 1.827, -3.457)
N (-1.275, 2.025, -1.185)
C (-1.094, 3.358, -1.163)
C (0.155, 3.616, -0.665)
C (0.738, 2.352, -0.455)
N (-0.167, 1.394, -0.662)
H (-3.877, 1.220, -6.323)
H (-2.121, 1.316, -6.404)
H (-3.050, 2.708, -5.857)
H (-4.057, -0.644, -4.762)
H (-3.851, -1.499, -2.441)
H (-4.460, 1.435, -1.042)
H (-5.522, 3.036, 0.413)
H (-6.065, 3.674, 2.869)
H (-4.553, 4.573, 2.835)
H (-4.832, 3.374, 4.094)
H (-3.131, 1.683, 3.669)
H (-3.196, -0.614, 4.193)
H (-1.356, -2.614, 4.599)
H (0.174, -2.514, 2.324)
H (-1.661, 2.746, -3.735)
H (-1.862, 4.014, -1.535)
H (0.605, 4.579, -0.505)
H (2.326, 0.980, -0.238)
S (0.128, -1.308, -2.368)
C (-0.592, -2.790, -1.809)
C (-0.849, -3.975, -2.492)
C (-1.546, -4.967, -1.835)
C (-1.993, -4.765, -0.528)
C (-1.692, -3.578, 0.098)
N (-0.976, -2.638, -0.525)
H (-0.523, -4.084, -3.517)
H (-1.766, -5.897, -2.342)
H (-2.563, -5.519, -0.005)
H (-2.006, -3.361, 1.110)
C (4.031, 1.488, -2.120)
C (2.749, 2.281, -1.882)
C (2.985, 3.742, -2.250)
C (2.214, 2.044, -0.422)
C (2.978, 2.844, 0.575)
C (3.460, 2.479, 1.792)
C (3.387, 1.310, 2.570)
C (2.744, 0.027, 2.472)
C (2.823, -0.791, 3.782)
C (1.761, -0.333, 4.778)
C (2.842, -2.300, 3.573)
C (2.188, -0.572, 1.436)
N (1.609, -1.194, 0.525)
C (2.420, -2.221, -0.113)
C (3.569, -1.896, -0.811)
C (4.322, -2.882, -1.429)
C (3.934, -4.210, -1.333)
C (2.816, -4.554, -0.589)
C (2.084, -3.556, 0.018)
F (1.059, -3.902, 0.825)
H (4.508, 1.808, -3.047)
H (3.822, 0.426, -2.219)
H (4.750, 1.640, -1.310)
H (1.977, 1.886, -2.548)
H (3.862, 4.151, -1.742)
H (2.133, 4.383, -2.039)
H (3.180, 3.808, -3.321)
H (3.183, 3.870, 0.287)
H (4.012, 3.264, 2.299)
H (3.898, 1.409, 3.520)
H (3.801, -0.521, 4.187)
H (0.760, -0.537, 4.401)
H (1.838, 0.738, 4.969)
H (1.883, -0.856, 5.728)
H (1.904, -2.682, 3.172)
H (3.013, -2.799, 4.528)
H (3.644, -2.592, 2.893)
H (3.871, -0.860, -0.854)
H (5.213, -2.612, -1.979)
H (4.515, -4.984, -1.814)
H (2.513, -5.583, -0.452)

The value obtained for the lowest unoccupied orbital energy (spin up / spin down) is -0.06928 / -0.12444 Eh. The net charge is +1. The value obtained for the HOMO-LUMO gap (spin up / spin down) is 0.2890 / 0.2349 Ha. Its expectation value of S² is 0.795. The energy above the lowest of the compared OMol25 structures with the same formula, charge and spin comes out at 186.92 kJ/mol. As for the spin multiplicity: 2.

***

Entry 3:
The following is a DFT calculation (the ωB97M-V functional and the def2-TZVPD basis) of C43H43N5O2Sn as an isolated structure.

Element x y z (Å)
Sn (0.239, 0.020, -0.041)
C (2.309, 0.120, 4.457)
O (3.247, 0.000, 3.356)
C (2.526, -0.110, 2.268)
N (1.246, -0.187, 2.348)
C (0.984, -0.328, 3.827)
C (-0.242, 0.304, 4.432)
C (-0.197, 0.704, 5.766)
C (-1.345, 1.125, 6.420)
C (-2.565, 1.102, 5.762)
C (-2.615, 0.708, 4.433)
C (-1.457, 0.340, 3.760)
C (3.287, -0.246, 1.017)
C (4.632, -0.578, 1.003)
C (5.241, -0.815, -0.221)
C (4.493, -0.692, -1.386)
C (3.164, -0.330, -1.276)
N (2.564, -0.126, -0.095)
C (2.275, -0.197, -2.442)
N (0.993, -0.069, -2.382)
C (0.530, -0.212, -3.818)
C (1.835, -0.056, -4.610)
O (2.862, -0.267, -3.607)
C (-0.599, 0.653, -4.333)
C (-0.592, 1.071, -5.662)
C (-1.681, 1.746, -6.199)
C (-2.805, 1.989, -5.426)
C (-2.818, 1.582, -4.099)
C (-1.726, 0.916, -3.564)
H (2.301, 1.160, 4.782)
H (2.653, -0.514, 5.267)
H (0.871, -1.407, 3.985)
H (0.732, 0.674, 6.320)
H (-1.287, 1.445, 7.451)
H (-3.471, 1.384, 6.280)
H (-3.579, 0.669, 3.938)
H (-1.495, 0.050, 2.714)
H (5.175, -0.665, 1.933)
H (6.284, -1.102, -0.266)
H (4.929, -0.870, -2.360)
H (0.183, -1.248, -3.893)
H (1.976, 0.950, -5.002)
H (1.971, -0.786, -5.402)
H (0.250, 0.867, -6.310)
H (-1.644, 2.088, -7.225)
H (-3.662, 2.492, -5.854)
H (-3.688, 1.786, -3.485)
H (-1.757, 0.551, -2.543)
C (-2.016, -2.721, -2.486)
C (-2.392, -3.302, -1.165)
C (-2.542, -4.651, -1.012)
C (-2.883, -5.218, 0.242)
C (-3.141, -4.405, 1.344)
C (-3.065, -3.037, 1.243)
C (-3.404, -2.193, 2.420)
C (-2.664, -2.460, -0.035)
N (-2.567, -1.074, -0.146)
C (-3.568, -0.329, -0.439)
C (-4.893, -0.919, -0.813)
C (-3.487, 1.215, -0.430)
C (-4.787, 1.903, -0.704)
N (-2.391, 1.836, -0.183)
C (-2.335, 3.221, -0.037)
C (-3.189, 3.920, 0.863)
C (-4.017, 3.246, 1.914)
C (-3.241, 5.288, 0.756)
C (-2.440, 6.007, -0.171)
C (-1.495, 5.342, -0.934)
C (-1.358, 3.975, -0.828)
C (-0.215, 3.309, -1.493)
H (-1.986, -3.494, -3.250)
H (-1.025, -2.265, -2.422)
H (-2.726, -1.960, -2.811)
H (-2.407, -5.301, -1.867)
H (-2.952, -6.295, 0.338)
H (-3.412, -4.852, 2.292)
H (-4.151, -2.693, 3.034)
H (-3.783, -1.214, 2.134)
H (-2.523, -2.044, 3.048)
H (-4.877, -2.004, -0.746)
H (-5.154, -0.647, -1.839)
H (-5.697, -0.545, -0.176)
H (-5.309, 1.456, -1.547)
H (-4.661, 2.964, -0.896)
H (-5.446, 1.789, 0.163)
H (-3.862, 2.173, 1.936)
H (-5.080, 3.452, 1.774)
H (-3.748, 3.644, 2.892)
H (-3.940, 5.832, 1.380)
H (-2.533, 7.084, -0.235)
H (-0.825, 5.899, -1.575)
H (0.520, 4.038, -1.826)
H (-0.547, 2.755, -2.375)
H (0.279, 2.595, -0.827)

The value obtained for the lowest unoccupied orbital energy (spin up / spin down) is -0.49904 / -0.49991 Eh. The net charge is +4. The value obtained for the HOMO-LUMO gap (spin up / spin down) is 0.1625 / 0.1616 Ha. The energy above the lowest of the compared OMol25 structures with the same formula, charge and spin comes out at 208.52 kJ/mol.

***

Among the records above, which one has the lowest net charge?
C43H43BCsGeN8S2